39
Properties=species:S:1:pos:R:3:forces:R:3 method="wB97M-V/def2-TZVPD" relative_energy_ev=0.0000 gap_ev=8.4742 lumo_ev=-0.3 e_tot_ha=-3644.3275 homo_energy_ev=-8.8
Pt -0.891 0.545 0.061 -0.007 -0.012 -0.007
C -0.087 -0.024 4.258 0.018 -0.020 -0.013
C 0.237 0.309 2.835 0.016 0.054 0.013
O -0.722 0.224 2.031 -0.002 -0.004 -0.017
N 1.479 0.660 2.553 -0.033 -0.038 0.010
C 2.030 1.052 1.268 0.015 0.032 0.008
C 2.254 -0.110 0.322 -0.008 0.053 -0.039
C 2.316 0.124 -1.050 -0.016 -0.014 0.026
C 2.531 -0.949 -1.894 0.009 -0.031 0.003
C 2.669 -2.215 -1.341 0.021 0.022 -0.027
C 2.599 -2.341 0.036 -0.007 0.018 0.037
N 2.403 -1.311 0.860 0.000 -0.060 -0.007
H -0.946 0.574 4.555 0.000 0.012 -0.004
H 0.745 0.167 4.932 0.001 -0.005 -0.002
H -0.367 -1.075 4.310 -0.009 0.006 0.004
H 2.120 0.614 3.326 0.009 0.001 -0.014
H 2.986 1.532 1.480 0.001 0.000 0.001
H 1.396 1.813 0.814 0.000 -0.011 0.022
H 2.179 1.127 -1.437 0.009 0.005 -0.001
H 2.580 -0.806 -2.967 -0.003 0.002 -0.001
H 2.826 -3.088 -1.961 -0.007 -0.003 0.000
H 2.702 -3.312 0.505 0.002 -0.003 -0.003
Cl -0.333 -3.383 -5.678 0.003 0.000 0.002
C -0.507 -2.797 -4.072 -0.001 0.004 -0.002
C -0.745 -1.451 -3.842 -0.004 -0.002 -0.001
Cl -0.878 -0.331 -5.138 0.003 0.000 0.001
C -0.872 -1.003 -2.536 0.002 -0.005 0.005
Cl -1.157 0.698 -2.214 0.005 0.001 0.005
C -0.765 -1.831 -1.421 -0.004 0.002 -0.011
O -0.844 -1.400 -0.187 0.008 -0.001 0.005
C -0.549 -3.199 -1.679 -0.006 -0.005 -0.005
Cl -0.424 -4.246 -0.325 0.001 0.003 -0.002
C -0.414 -3.667 -2.976 -0.005 0.001 0.007
Cl -0.113 -5.336 -3.247 0.003 0.002 0.000
F -0.147 3.090 2.464 0.003 -0.006 0.002
B -1.230 3.335 1.639 0.004 0.009 -0.027
F -0.862 2.579 0.307 -0.010 -0.001 0.021
F -2.382 2.742 2.070 -0.003 0.003 0.008
F -1.345 4.632 1.253 -0.006 -0.008 0.003